(1)
{
  "formula": "C5H11NO",
  "method": "ωB97M-V/def2-TZVPD",
  "elements": ["C", "C", "C", "C", "N", "C", "O", "H", "H", "H", "H", "H", "H", "H", "H", "H", "H", "H"],
  "positions_angstrom": [[1.7493, 0.6224, 0.8389], [1.4352, -0.5753, 0.2404], [-0.7247, -0.6099, -0.3345], [-1.3044, -1.3126, 0.8623], [-1.1019, 0.6317, -0.5615], [-0.8960, 1.1336, -1.8549], [-0.8550, 0.4701, -2.8670], [2.3610, 1.3552, 0.3211], [0.5034, 1.6591, 0.6302], [1.7131, 0.7296, 1.9206], [1.7796, -0.7605, -0.7733], [1.2596, -1.4488, 0.8599], [-0.3987, -1.2021, -1.1895], [-0.8374, -2.2860, 1.0357], [-1.2034, -0.6994, 1.7651], [-2.3754, -1.4675, 0.6874], [-0.2753, 1.5238, 0.2957], [-0.8291, 2.2366, -1.8764]],
  "nbo_charge": [-0.387, -0.484, 0.141, -0.662, -0.586, 0.536, -0.564, 0.219, -0.024, 0.216, 0.215, 0.215, 0.216, 0.215, 0.225, 0.234, 0.157, 0.118],
  "total_energy_ev": -8897.0005,
  "de_lowest_kcal_mol": 108.31
}

***

(2)
{
  "formula": "C27H64F3N25O12PS2",
  "method": "ωB97M-V/def2-TZVPD",
  "elements": ["C", "C", "C", "C", "C", "C", "C", "C", "C", "S", "C", "N", "N", "C", "O", "C", "S", "N", "N", "C", "C", "C", "F", "C", "F", "F", "C", "P", "N", "O", "H", "H", "H", "H", "H", "H", "H", "H", "H", "H", "H", "H", "H", "H", "H", "H", "H", "H", "H", "H", "H", "H", "H", "H", "C", "O", "N", "N", "H", "H", "H", "H", "C", "O", "N", "N", "H", "H", "H", "H", "C", "O", "N", "N", "H", "H", "H", "H", "C", "O", "N", "N", "H", "H", "H", "H", "C", "O", "N", "N", "H", "H", "H", "H", "C", "O", "N", "N", "H", "H", "H", "H", "C", "O", "N", "N", "H", "H", "H", "H", "C", "O", "N", "N", "H", "H", "H", "H", "C", "O", "N", "N", "H", "H", "H", "H", "C", "O", "N", "N", "H", "H", "H", "H"],
  "positions_angstrom": [[0.8484, 4.5884, -1.6508], [1.7817, 3.2449, -1.9720], [0.9564, 2.1075, -2.8744], [0.4545, 0.9645, -1.7897], [1.5088, 0.0548, -0.8545], [3.1214, 0.2431, -0.9719], [4.0125, -1.1066, -1.1522], [3.3789, -2.2761, -2.1010], [3.8430, -3.7230, -1.4010], [5.6698, -4.1157, -1.7095], [6.7217, -3.0562, -0.5175], [8.0729, -2.3984, -0.7837], [8.5214, -1.6647, 0.3365], [7.4605, -1.8050, 1.4093], [6.3780, -2.6617, 0.8890], [0.6524, -0.9178, 0.1282], [1.7178, -1.9766, 1.3171], [-0.7963, -1.1278, 0.3168], [-1.6415, -0.4185, -0.4783], [-3.1530, -0.6513, -0.2627], [-3.4895, -1.5947, 1.0360], [-3.5237, -0.6935, 2.4358], [-2.6393, -0.9474, 3.6133], [-4.5176, 0.4395, 2.6130], [-4.1136, 1.8371, 2.9603], [-6.0008, 0.2074, 2.4974], [-1.0904, 0.5582, -1.4567], [-2.4077, 1.5194, -2.5243], [-3.4118, 2.5838, -1.4787], [-3.4157, 0.2927, -3.3225], [1.3470, 5.0732, -0.6814], [0.8802, 5.3870, -2.5073], [-0.2400, 4.2803, -1.3210], [2.0783, 2.8267, -0.8949], [2.8216, 3.5415, -2.4741], [1.6732, 1.6062, -3.6836], [0.0841, 2.6773, -3.4081], [3.3169, 0.9121, -1.9412], [3.4861, 0.8914, -0.0666], [5.0400, -0.7759, -1.6628], [4.2335, -1.5353, -0.0767], [3.9367, -2.2753, -3.1567], [2.2138, -2.2850, -2.1923], [3.7068, -3.6883, -0.2235], [3.2354, -4.6404, -1.7968], [7.3718, -1.3727, 2.4957], [0.8668, -2.6959, 2.1949], [-3.7218, 0.3801, -0.0702], [-3.6363, -1.2078, -1.2025], [-4.6172, -1.9598, 0.8899], [-2.8513, -2.5709, 1.1242], [-3.6587, 3.4760, -1.9945], [-4.3378, 2.0693, -1.4108], [-2.7940, -0.0341, -4.0610], [-7.2462, -2.1185, -0.8777], [-6.1731, -2.3459, -0.3418], [-7.9100, -3.0411, -1.5973], [-7.8611, -0.9248, -0.7964], [-8.7945, -2.8726, -2.0459], [-7.4816, -3.9535, -1.6833], [-7.3952, -0.2019, -0.2637], [-8.7449, -0.7184, -1.2307], [-6.8615, 3.5464, 0.4312], [-7.4917, 4.2797, -0.3142], [-7.1756, 2.2512, 0.6138], [-5.7964, 3.9680, 1.1365], [-6.6687, 1.6317, 1.2232], [-7.9711, 1.8936, 0.1013], [-5.5262, 4.9368, 1.0278], [-5.2648, 3.3792, 1.7553], [-5.5774, -5.1069, 3.2341], [-6.0092, -6.2262, 3.4605], [-6.0187, -4.3497, 2.2135], [-4.6218, -4.5304, 3.9851], [-5.6754, -3.4260, 2.0112], [-6.7382, -4.7464, 1.6234], [-4.2620, -5.0666, 4.7639], [-4.2535, -3.6098, 3.8145], [6.7593, -0.2081, -4.0751], [5.7059, 0.3947, -3.9433], [7.3879, -0.8073, -3.0477], [7.3857, -0.3273, -5.2596], [8.2558, -1.3083, -3.1365], [6.9498, -0.7414, -2.1383], [6.9459, 0.1093, -6.0591], [8.2536, -0.8198, -5.3880], [1.9370, 7.3678, 1.7117], [1.5392, 7.2278, 0.5659], [3.1630, 6.9816, 2.1082], [1.1849, 7.9210, 2.6801], [3.5084, 7.0886, 3.0471], [3.7614, 6.5602, 1.4099], [0.2549, 8.2256, 2.4236], [1.4949, 8.0449, 3.6292], [-10.3345, -4.6682, 3.9594], [-11.3733, -4.5019, 4.5788], [-9.1215, -4.5541, 4.5295], [-10.3100, -4.9807, 2.6512], [-8.2550, -4.6874, 4.0360], [-9.0953, -4.3200, 5.5133], [-11.2019, -5.0762, 2.1836], [-9.4647, -5.1216, 2.1240], [9.3484, 2.4696, -3.1861], [9.8720, 1.3702, -3.0988], [8.0213, 2.6336, -3.3325], [10.0518, 3.6155, -3.1436], [7.5718, 3.5307, -3.4061], [7.4551, 1.7961, -3.3691], [11.0544, 3.5368, -3.0342], [9.6386, 4.5302, -3.2138], [2.2275, 0.7942, 4.4441], [2.9378, -0.1915, 4.3239], [1.3406, 1.1706, 3.5053], [2.2682, 1.5922, 5.5264], [0.7472, 1.9789, 3.5864], [1.2783, 0.5970, 2.6744], [2.9224, 1.3443, 6.2571], [1.6913, 2.4081, 5.6436], [-7.9481, -0.7167, -4.6748], [-8.5969, -1.5362, -4.0440], [-6.6812, -0.3930, -4.3590], [-8.4421, -0.0642, -5.7424], [-6.1310, 0.2792, -4.8665], [-6.2713, -0.8616, -3.5617], [-9.3927, -0.2786, -6.0140], [-7.9233, 0.6140, -6.2747], [10.7325, -1.9126, 3.7058], [9.5660, -1.6319, 3.9313], [11.6698, -1.9554, 4.6698], [11.1851, -2.2043, 2.4730], [12.6352, -2.1845, 4.5037], [11.3709, -1.7422, 5.6125], [10.5118, -2.1836, 1.7183], [12.1419, -2.4379, 2.2676]],
  "lowdin_charge": [-0.123, -0.241, -0.166, -0.018, -0.038, -0.149, -0.212, -0.212, -0.469, 0.853, -0.416, -0.047, -0.005, 0.000, -0.137, -0.394, 0.765, 0.063, -0.125, -0.111, -0.100, -0.027, -0.052, -0.002, -0.022, -0.026, -0.168, 0.913, -0.200, -0.382, 0.070, 0.091, 0.075, 0.099, 0.128, 0.138, 0.085, 0.128, 0.144, 0.106, 0.084, 0.125, 0.106, 0.067, 0.094, 0.147, -0.070, 0.128, 0.150, 0.092, 0.137, 0.061, 0.032, 0.076, -0.697, -0.020, 0.176, 0.182, 0.095, 0.120, 0.076, 0.112, -0.723, 0.031, 0.157, 0.161, 0.053, 0.105, 0.117, 0.068, -0.728, 0.030, 0.164, 0.160, 0.063, 0.107, 0.118, 0.084, -0.749, -0.013, 0.169, 0.174, 0.100, 0.065, 0.116, 0.110, -0.719, 0.010, 0.151, 0.151, 0.100, 0.112, 0.114, 0.100, -0.723, 0.023, 0.160, 0.148, 0.069, 0.114, 0.111, 0.086, -0.718, 0.015, 0.167, 0.148, 0.101, 0.060, 0.113, 0.096, -0.723, 0.013, 0.152, 0.154, 0.098, 0.059, 0.117, 0.099, -0.708, 0.010, 0.160, 0.160, 0.094, 0.095, 0.118, 0.103, -0.716, 0.002, 0.150, 0.159, 0.100, 0.112, 0.072, 0.101],
  "total_energy_ev": -129956.3481,
  "charge": 1
}

***

(3)
{
  "formula": "C4H11N3O2",
  "method": "ωB97M-V/def2-TZVPD",
  "elements": ["C", "C", "C", "C", "N", "N", "N", "O", "O", "H", "H", "H", "H", "H", "H", "H", "H", "H", "H", "H"],
  "positions_angstrom": [[1.2304, -0.3028, 0.0461], [-1.2399, 0.3209, -0.1715], [-1.4515, 0.1560, 1.3274], [0.2302, 0.7104, -0.4587], [1.0105, -1.6005, -0.1354], [2.3920, 0.1482, 0.5306], [-1.5000, -0.9280, -0.8851], [0.5020, 1.9929, 0.1072], [0.6734, 0.5718, -1.6929], [0.6712, 2.5716, -0.6473], [-1.8644, 1.1502, -0.5389], [2.4390, 1.1551, 0.6183], [1.7786, -2.2321, -0.3026], [0.0694, -1.8130, -0.4814], [3.2568, -0.3362, 0.3375], [-1.2059, -0.7840, -1.8489], [-2.4923, -1.1400, -0.8804], [-1.1363, 1.0644, 1.8320], [-2.5012, -0.0260, 1.5453], [-0.8621, -0.6790, 1.6986]],
  "nbo_charge": [0.535, -0.088, -0.624, 0.452, -0.791, -0.767, -0.870, -0.770, -0.800, 0.492, 0.182, 0.425, 0.385, 0.448, 0.386, 0.395, 0.368, 0.230, 0.205, 0.207],
  "total_energy_ev": -12891.4434,
  "de_lowest_kcal_mol": 31.97
}

***

(4)
{
  "formula": "C4H2F2O",
  "method": "ωB97M-V/def2-TZVPD",
  "elements": ["C", "C", "C", "C", "O", "F", "F", "H", "H"],
  "positions_angstrom": [[0.7041, 0.5949, 1.4071], [0.6762, 1.0619, 0.2815], [0.2757, -0.7831, -0.5681], [-0.9891, -0.4909, -0.5857], [1.2690, -1.3884, -0.6973], [-1.8005, -1.2424, -1.4423], [-1.6249, 0.5386, -0.0505], [0.7718, -0.1330, 2.1015], [0.7177, 1.8424, -0.4463]],
  "nbo_charge": [-0.095, -0.259, 0.473, 0.472, -0.473, -0.322, -0.293, 0.230, 0.267],
  "total_energy_ev": -11657.1370,
  "de_lowest_kcal_mol": 101.63,
  "smiles": "O=C=C(F)F.C#C"
}

***

(5)
{
  "formula": "C5H14NS",
  "method": "ωB97M-V/def2-TZVPD",
  "elements": ["C", "C", "C", "N", "H", "H", "H", "H", "H", "H", "H", "H", "C", "C", "S", "H", "H", "H", "H", "H", "H"],
  "positions_angstrom": [[1.2482, -1.2741, 1.1004], [0.9657, -1.5289, -0.3357], [0.0305, -1.0262, -1.1091], [1.9448, -2.4539, -0.9808], [0.5935, -0.4714, 1.4238], [1.0682, -2.1332, 1.7447], [2.2770, -0.9351, 1.2535], [0.0036, -1.2634, -2.1658], [-0.6341, -0.2437, -0.7713], [2.1052, -3.3042, -0.4318], [2.8582, -2.0036, -1.0863], [1.6248, -2.7593, -1.9033], [-2.5713, 2.0030, -0.0907], [-1.3450, 2.1761, 0.7906], [0.1474, 2.4920, -0.2153], [-2.5573, 1.0711, -0.6505], [-2.6538, 2.8132, -0.8114], [-3.4576, 2.0341, 0.5434], [-1.4542, 3.0122, 1.4697], [-1.2158, 1.2955, 1.4261], [1.0220, 2.4998, 0.7997]],
  "nbo_charge": [-0.675, 0.123, -0.326, -0.686, 0.264, 0.245, 0.236, 0.213, 0.255, 0.443, 0.445, 0.449, -0.619, -0.505, -0.062, 0.196, 0.225, 0.234, 0.226, 0.195, 0.126],
  "total_energy_ev": -17730.0669,
  "charge": 1,
  "de_lowest_kcal_mol": 27.97
}